No. 1
Molecular formula: C19H37BF8NO8
Method: DFT, the ωB97M-V functional and the def2-TZVPD basis

Cartesian coordinates (Å):
F: 2.98782 -3.93055 4.18642
F: -1.64684 -1.66224 1.73858
F: -0.48821 -0.34408 3.16351
F: 2.73005 -0.88260 2.48899
F: 1.68336 -1.75904 4.31300
F: 4.36755 -2.77769 2.82521
F: 1.13574 -2.76251 0.83569
F: 0.04192 -3.37462 2.70592
O: -3.79986 -4.85887 4.29014
O: -0.18228 3.65313 -3.61595
O: -0.24242 -0.62328 -0.49816
O: -5.91178 -4.56782 2.24109
O: 6.34935 -1.00389 -0.09470
O: 5.07125 -0.64014 -1.70381
O: 2.97162 1.97133 1.78612
O: -0.79060 6.47833 -4.24675
N: 5.34038 -1.37750 -0.61954
C: -0.12744 0.37701 -1.53354
C: -1.03205 5.84570 -2.99175
C: 2.44761 2.76267 -0.59040
C: -0.35528 -1.08501 1.97928
C: 1.98733 -1.98938 2.94783
C: 3.68850 -0.85013 -2.16828
C: 0.70308 -2.28169 2.06434
C: 3.37890 1.55483 -1.07788
C: 0.79001 3.64697 -4.65076
C: 1.24543 0.32585 -2.34515
C: -1.68920 6.04010 -5.25325
C: -5.02318 -4.15312 4.46858
C: 3.04079 -3.21777 2.95984
C: -0.01305 4.74700 -2.72035
C: -2.89599 -4.16824 3.43446
C: -6.14096 -4.76325 3.63307
C: -0.11345 -0.05777 0.80221
C: -5.42819 -5.73970 1.60301
C: 2.49464 3.06668 0.97540
B: 2.58998 0.15613 -1.41891
H: 3.12697 4.00630 1.13820
H: 1.35790 2.68169 -0.88613
H: 1.76393 3.35601 -4.24545
H: 2.64227 2.15407 2.69134
H: -2.68734 6.44915 -5.06624
H: 1.30665 1.19637 -3.09371
H: -4.89943 -3.08947 4.23989
H: -4.58112 -6.17251 2.14134
H: -3.37824 -3.85926 2.50500
H: -2.07489 -4.84341 3.19042
H: -2.05339 5.45306 -2.93995
H: 1.43715 3.34670 1.32890
H: -6.26674 -5.82642 3.86522
H: 0.86764 4.62163 -5.13868
H: -0.37858 1.39226 -1.09236
H: -5.09923 -5.46901 0.59885
H: 3.44729 -1.94503 -1.91543
H: 3.86606 1.90443 -2.06349
H: -0.96280 0.15210 -2.28928
H: -0.17661 4.35859 -1.71027
H: 0.91902 0.41785 0.96248
H: 0.48825 2.90861 -5.39561
H: 2.84573 3.70617 -1.11195
H: -0.86671 0.79948 0.89631
H: -7.07925 -4.25283 3.87600
H: -5.28915 -4.24016 5.52726
H: 2.84751 -3.97592 2.14813
H: 1.00832 5.13824 -2.76760
H: -1.33221 6.41376 -6.21425
H: -6.23159 -6.47908 1.52218
H: 3.69995 -0.74194 -3.29857
H: 2.30302 -0.41604 -0.39605
H: 1.18339 -0.61812 -3.00357
H: -2.48729 -3.29377 3.94845
H: -0.92909 6.61742 -2.22143
H: 4.23871 1.44489 -0.34172
H: -1.74065 4.94930 -5.30177

As for the total energy: -60582.94814 eV. The LUMO energy is 2.5291 eV. Its total charge is -1. For the HOMO energy, the calculation gives -0.1978 hartree.

Here are the Mulliken charges for atoms 1 to 6, given in e:
1. F -0.285
2. F -0.319
3. F -0.302
4. F -0.177
5. F -0.311
6. F -0.254



No. 2
Molecular formula: C4H7NS2
Method: DFT, the ωB97M-V functional and the def2-TZVPD basis

Cartesian coordinates (Å):
S: -0.18207 2.80487 0.16958
S: 1.17407 0.60849 -2.39969
N: -0.73508 0.22046 0.89472
C: -0.61584 1.57160 1.16013
C: 1.02413 -0.46209 -0.83019
C: -0.67736 -1.25265 0.86174
C: -0.48086 -0.56448 -0.36616
H: 1.68417 -0.28381 0.06114
H: 1.40715 -1.58833 -1.11076
H: -1.63547 -1.88807 1.09623
H: 0.35438 -1.89644 1.17408
H: -1.36358 -0.68099 -1.11175
H: 0.74199 1.78416 -1.79120
H: -0.69565 1.62727 2.19213

As for the total energy: -27418.38390 eV. The LUMO energy is 0.3440 eV. Its SMILES is S=CN1C[C@@H]1CS. For the HOMO energy, the calculation gives -0.3185 hartree.

Here are the natural (NBO) charges for atoms 1 to 6, given in e:
1. S -0.110
2. S -0.083
3. N -0.426
4. C -0.036
5. C -0.533
6. C -0.185



No. 3
Molecular formula: C3H11N2O
Method: DFT, the ωB97M-V functional and the def2-TZVPD basis

Cartesian coordinates (Å):
O: 0.91543 -0.84998 -0.57957
N: -0.03841 1.54750 -1.20590
N: 0.01340 -2.20024 1.03477
C: 0.40607 0.17419 1.56150
C: 0.51726 -1.00281 0.59089
C: -1.53351 1.75947 -1.26347
H: 0.05464 -2.39764 2.01297
H: -2.03380 1.04226 -0.56955
H: 0.41194 2.00794 -0.42983
H: -0.61110 0.65150 1.41084
H: -0.08222 -2.97406 0.37828
H: 0.39554 1.84883 -2.09358
H: 0.17729 0.53722 -0.95667
H: 1.29950 0.94089 1.35692
H: -1.68512 2.78158 -0.98455
H: -1.85592 1.44121 -2.24555
H: 0.44192 -0.09577 2.62173

As for the total energy: -8313.94081 eV. The LUMO energy (alpha / beta) is 0.7871 / 0.4954 eV. The spin multiplicity is 2. For the HOMO energy (alpha / beta), the calculation gives -0.1047 / -0.3972 hartree.

Here are the natural (NBO) charges for atoms 1 to 6, given in e:
1. O -0.650
2. N -1.014
3. N -0.813
4. C -0.817
5. C 0.666
6. C -0.577